[1]
{"formula": "C39H45Br2IrN2O", "method": "the ωB97M-V functional and the def2-TZVPD basis", "e_above_lowest_kcal_mol": 0.00, "spin_multiplicity": 2, "e_tot_ha": -6950.08475, "e_lumo_ev": [-2.75, -4.70], "homo_lumo_gap_ev": [7.48, 5.50], "charge": 1, "s2": 0.774, "elements": ["Ir", "C", "C", "C", "C", "C", "C", "C", "C", "C", "C", "C", "C", "C", "C", "C", "C", "C", "H", "H", "H", "H", "H", "H", "H", "H", "H", "H", "H", "H", "H", "H", "H", "H", "H", "H", "H", "H", "H", "H", "H", "H", "H", "H", "H", "H", "H", "C", "C", "C", "C", "C", "C", "Br", "C", "C", "Br", "C", "O", "C", "N", "H", "H", "H", "H", "H", "H", "C", "C", "C", "C", "C", "C", "N", "C", "C", "C", "C", "C", "C", "H", "H", "H", "H", "H", "H", "H", "H", "H", "H"], "coordinates": [[0.410, 0.232, 0.778], [2.381, 1.063, 0.475], [1.718, 1.818, 1.527], [1.542, 0.871, 2.625], [1.984, -0.397, 2.149], [2.553, -0.291, 0.836], [3.369, -1.366, 0.140], [4.787, -0.810, -0.055], [2.804, -1.781, -1.220], [3.443, -2.605, 1.040], [1.119, 1.025, 4.095], [1.970, 2.129, 4.742], [1.470, -0.266, 4.856], [-0.368, 1.287, 4.336], [1.582, 3.338, 1.404], [0.345, 3.899, 2.105], [1.460, 3.766, -0.065], [2.872, 3.986, 1.934], [2.707, 1.491, -0.457], [1.953, -1.312, 2.714], [4.786, 0.068, -0.703], [5.422, -1.567, -0.516], [5.235, -0.528, 0.899], [2.975, -1.019, -1.980], [1.733, -1.994, -1.159], [3.316, -2.684, -1.558], [3.868, -2.368, 2.016], [4.083, -3.355, 0.575], [2.457, -3.052, 1.190], [3.035, 1.934, 4.603], [1.771, 2.142, 5.814], [1.750, 3.120, 4.361], [2.527, -0.521, 4.766], [0.874, -1.118, 4.526], [1.259, -0.108, 5.913], [-0.745, 2.193, 3.869], [-0.522, 1.378, 5.413], [-0.985, 0.470, 3.971], [-0.568, 3.490, 1.662], [0.326, 4.983, 1.981], [0.323, 3.697, 3.170], [0.553, 3.380, -0.524], [2.324, 3.481, -0.667], [1.403, 4.854, -0.099], [3.110, 3.701, 2.953], [2.775, 5.072, 1.898], [3.721, 3.705, 1.305], [0.914, 1.134, -2.563], [-0.405, 1.532, -1.990], [-1.272, 2.296, -2.802], [-2.507, 2.659, -2.360], [-2.922, 2.263, -1.068], [-4.191, 2.540, -0.506], [-5.472, 3.521, -1.488], [-4.507, 2.095, 0.750], [-3.575, 1.372, 1.507], [-4.045, 0.749, 3.217], [-2.312, 1.096, 1.019], [-1.409, 0.434, 1.706], [-1.998, 1.534, -0.298], [-0.748, 1.176, -0.768], [1.550, 2.011, -2.699], [0.766, 0.693, -3.550], [1.417, 0.418, -1.925], [-0.929, 2.579, -3.787], [-3.172, 3.242, -2.981], [-5.481, 2.298, 1.172], [-0.041, -4.846, 2.876], [-0.274, -3.580, 3.399], [-0.409, -2.488, 2.559], [-0.335, -2.676, 1.177], [-0.149, -3.957, 0.647], [0.021, -5.032, 1.500], [-0.465, -1.587, 0.292], [-1.459, -1.781, -0.681], [-2.716, -2.254, -0.292], [-3.727, -2.368, -1.231], [-3.485, -2.054, -2.561], [-2.222, -1.627, -2.956], [-1.215, -1.478, -2.020], [0.079, -5.691, 3.541], [-0.362, -3.446, 4.470], [-0.629, -1.500, 2.940], [-0.112, -4.090, -0.427], [0.194, -6.019, 1.092], [-2.902, -2.474, 0.752], [-4.707, -2.703, -0.920], [-4.275, -2.152, -3.293], [-2.021, -1.417, -3.999], [-0.217, -1.189, -2.322]], "mulliken_charge": [2.210, -1.485, 0.609, 0.080, -1.732, 0.053, 2.426, -1.777, -1.565, -1.670, 2.559, -1.888, -2.047, -1.373, 2.329, -1.573, -1.699, -1.714, 0.469, 0.982, 0.328, 0.439, 0.410, 0.296, 0.079, 0.519, 0.283, 0.510, 0.212, 0.366, 0.538, 0.262, 0.346, 0.228, 0.530, 0.154, 0.580, -0.021, 0.179, 0.598, 0.153, 0.211, 0.344, 0.551, 0.252, 0.496, 0.346, -0.885, 0.470, -1.554, -1.393, 1.126, -0.091, -0.191, -0.388, 0.283, -0.163, -0.668, -0.733, -0.216, 1.228, 0.417, 0.516, -0.679, 0.649, 0.393, 0.489, -0.678, -1.048, -0.322, -0.584, -0.027, -0.893, 1.182, -0.379, -0.172, -0.933, -0.686, -0.746, -0.234, 0.444, 0.507, 1.324, 0.475, 0.448, 0.522, 0.445, 0.451, 0.486, 0.420]}

[2]
{"formula": "C7H18P2", "method": "the ωB97M-V functional and the def2-TZVPD basis", "e_above_lowest_kcal_mol": 47.89, "spin_multiplicity": 1, "e_tot_ha": -959.99233, "e_lumo_ev": [0.52, -0.06], "homo_lumo_gap_ev": [6.90, 7.54], "elements": ["C", "C", "C", "C", "C", "C", "C", "P", "P", "H", "H", "H", "H", "H", "H", "H", "H", "H", "H", "H", "H", "H", "H", "H", "H", "H", "H"], "coordinates": [[-0.900, 0.430, 0.865], [0.106, -0.590, 3.174], [2.094, -0.238, 1.117], [0.314, -2.445, 0.968], [0.873, 1.800, -1.332], [-1.394, -0.784, -3.257], [-1.929, 2.506, -0.302], [0.327, -0.570, 1.449], [-0.766, 1.092, -0.686], [0.660, 0.289, 3.571], [-0.921, -0.545, 3.456], [0.571, -1.498, 3.612], [2.237, 0.091, 0.149], [2.468, 0.510, 1.777], [2.689, -1.247, 1.225], [1.106, -2.914, 1.578], [-0.659, -2.904, 1.120], [0.385, -2.459, -0.125], [1.491, 0.900, -1.459], [0.597, 2.122, -2.371], [1.303, 2.473, -0.596], [-2.335, -0.423, -3.567], [-0.637, -1.136, -3.905], [-1.339, -1.552, -2.493], [-1.982, 3.289, -1.100], [-2.838, 2.045, -0.013], [-1.451, 2.978, 0.543]], "nbo_charge": [-1.214, -0.997, -0.972, -0.932, -0.950, -0.572, -0.905, 1.514, 1.004, 0.245, 0.270, 0.232, 0.238, 0.239, 0.237, 0.224, 0.241, 0.238, 0.219, 0.249, 0.226, 0.173, 0.159, 0.159, 0.213, 0.243, 0.219]}

[3]
{"formula": "C3H11N2O3", "method": "the ωB97M-V functional and the def2-TZVPD basis", "e_above_lowest_kcal_mol": 9.98, "spin_multiplicity": 1, "e_tot_ha": -455.93801, "e_lumo_ev": -2.84, "homo_lumo_gap_ev": 10.80, "charge": 1, "elements": ["C", "C", "N", "C", "N", "H", "H", "H", "H", "H", "H", "H", "O", "H", "H", "O", "H", "H", "O"], "coordinates": [[2.226, -1.504, -0.178], [2.365, -0.863, 1.045], [1.411, 0.139, 1.081], [0.703, 0.114, -0.081], [1.193, -0.880, -0.832], [2.729, -2.356, -0.570], [3.110, -0.975, 1.799], [1.213, 0.771, 1.868], [-0.175, 0.782, -0.369], [0.765, -1.163, -1.769], [-1.309, -0.706, -3.359], [-1.719, -0.281, -2.012], [-0.993, -0.633, -2.485], [-2.844, -0.280, 0.345], [-3.305, 1.017, -0.320], [-2.480, 0.503, -0.105], [-1.479, 1.717, 1.494], [-0.818, 2.694, 2.510], [-0.593, 1.905, 1.938]], "nbo_charge": [-0.055, -0.049, -0.472, 0.244, -0.478, 0.254, 0.254, 0.484, 0.285, 0.497, 0.490, 0.494, -0.969, 0.496, 0.500, -0.981, 0.499, 0.498, -0.992]}

[4]
{"formula": "C4H7NO", "method": "the ωB97M-V functional and the def2-TZVPD basis", "e_above_lowest_kcal_mol": 57.09, "smiles": "N=C=CCCO", "spin_multiplicity": 1, "e_tot_ha": -286.54067, "e_lumo_ev": 0.89, "homo_lumo_gap_ev": 9.75, "elements": ["O", "C", "C", "C", "C", "N", "H", "H", "H", "H", "H", "H", "H"], "coordinates": [[1.134, 0.159, 1.094], [1.127, 0.179, -0.330], [0.117, -0.826, -0.876], [-1.284, -0.609, -0.343], [-1.495, 0.444, 0.399], [-1.449, 1.416, 1.158], [1.270, 1.064, 1.399], [2.129, -0.073, -0.701], [0.865, 1.178, -0.704], [0.439, -1.840, -0.609], [0.134, -0.759, -1.970], [-0.932, 1.023, 1.959], [-2.055, -1.357, -0.476]], "nbo_charge": [-0.733, -0.069, -0.417, -0.424, 0.421, -0.645, 0.473, 0.174, 0.172, 0.215, 0.215, 0.374, 0.245]}

[5]
{"formula": "C18H21FN2O", "method": "the ωB97M-V functional and the def2-TZVPD basis", "e_above_lowest_kcal_mol": 352.18, "spin_multiplicity": 1, "e_tot_ha": -982.57981, "e_lumo_ev": 0.02, "homo_lumo_gap_ev": 7.10, "elements": ["C", "H", "H", "H", "C", "N", "C", "C", "C", "C", "C", "C", "H", "C", "H", "H", "H", "N", "C", "O", "C", "C", "C", "C", "C", "C", "H", "H", "H", "F", "H", "H", "H", "H", "C", "C", "H", "H", "H", "H", "H", "H", "H"], "coordinates": [[5.125, 0.028, -0.815], [5.127, -0.239, -1.893], [6.049, -0.204, -0.288], [4.508, -0.856, -0.437], [4.626, 1.196, -0.698], [3.286, 1.592, -1.026], [2.236, 1.336, -0.258], [0.932, 1.339, -0.458], [-0.093, 1.019, 0.364], [0.008, 0.390, 1.489], [1.424, 0.145, 2.108], [2.538, 0.411, 1.172], [3.393, 0.109, 1.224], [1.599, -0.579, 3.291], [2.707, -1.033, 3.245], [1.437, 0.177, 4.020], [0.934, -1.452, 3.125], [-1.017, 0.113, 2.306], [-2.306, -0.571, 2.108], [-3.130, -0.489, 2.853], [-2.305, -0.988, 0.561], [-3.460, -0.404, -0.017], [-3.695, -0.962, -1.296], [-2.718, -1.598, -1.999], [-1.514, -2.364, -1.188], [-1.484, -1.732, -0.021], [-0.539, -1.984, 0.305], [-0.856, -2.783, -1.664], [-2.851, -1.972, -3.106], [-4.870, -0.621, -2.118], [-4.298, -0.054, 0.483], [-0.863, 0.088, 3.320], [-1.211, 1.371, 0.105], [0.667, 1.976, -1.507], [3.053, 1.877, -2.394], [2.502, 0.706, -2.961], [2.385, 0.833, -4.188], [3.205, 0.140, -3.145], [1.623, 0.308, -2.721], [2.404, 2.808, -2.271], [3.846, 2.361, -2.802], [5.307, 2.370, -0.957], [4.775, 1.608, 0.505]], "nbo_charge": [-0.692, 0.205, 0.251, 0.231, -0.166, -0.460, 0.249, -0.322, -0.225, 0.101, 0.003, -0.191, 0.136, -0.676, 0.225, 0.238, 0.235, -0.676, 0.740, -0.524, -0.109, -0.226, 0.345, -0.263, -0.071, -0.260, 0.224, 0.173, 0.236, -0.370, 0.244, 0.391, 0.223, 0.185, -0.227, -0.586, 0.180, 0.199, 0.230, 0.195, 0.220, 0.190, 0.196]}

[6]
{"formula": "Cl4FMg", "method": "the ωB97M-V functional and the def2-TZVPD basis", "e_above_lowest_kcal_mol": 0.00, "spin_multiplicity": 1, "e_tot_ha": -2140.87071, "e_lumo_ev": 8.65, "homo_lumo_gap_ev": 6.65, "charge": -3, "elements": ["Mg", "F", "Cl", "Cl", "Cl", "Cl"], "coordinates": [[17.924, -25.246, -17.078], [19.513, -24.097, -17.446], [19.857, -26.989, -15.607], [16.483, -23.676, -18.498], [17.175, -27.292, -18.080], [16.834, -24.948, -14.826]], "nbo_charge": [1.767, -0.956, -0.979, -0.954, -0.935, -0.943]}